The following is a quantum chemistry calculation of C18H20ClN3O4 in the gas phase, from the OMol25 dataset.

Values from the calculation:
Highest occupied orbital energy: -0.30980 Eh
Largest force on an atom: 0.60 eV/A
Calculated total energy: -44175.3655 eV
LUMO: 0.5 eV
ΔE to the lowest compared entry with this formula, charge and spin: 32.5 kJ/mol
HOMO-LUMO gap: 9.0 eV
Total charge: 0

Structure (XYZ):
```
46
Properties=species:S:1:pos:R:3:mulliken_charge:R:1
C 0.02098 7.43512 -1.45766 -1.23
C -0.76432 6.16967 -1.74213 -0.21
O -0.00737 5.05073 -1.26768 -0.27
C -0.59022 3.85753 -1.33644 0.09
O -1.69753 3.68218 -1.78040 -0.58
C 0.31984 2.78504 -0.76235 0.53
C -0.23386 2.30584 0.59045 -0.82
C -1.49023 1.45924 0.38086 -1.27
N -1.21363 0.32267 -0.47526 -0.02
C -0.72932 -0.83418 0.06472 1.08
C -0.47476 -1.04448 1.38921 -0.37
C -0.04320 -2.31254 1.89185 -0.14
O 0.18286 -2.57192 3.05523 -0.63
N 0.12557 -3.31485 0.90625 0.20
C 0.65108 -4.56828 1.33600 -0.76
C -0.15838 -5.69012 1.40107 -0.05
C 0.36270 -6.89603 1.83488 -0.87
C 1.69148 -6.98088 2.21398 -0.36
C 2.50946 -5.86669 2.15002 -0.64
C 1.98930 -4.66333 1.70452 0.91
Cl 3.00499 -3.27764 1.58923 -0.22
C -0.14744 -3.16353 -0.42515 0.43
O -0.03720 -4.03965 -1.25118 -0.63
N -0.56666 -1.89903 -0.79025 -0.01
C -0.82762 0.77438 -1.79954 -0.94
C 0.46494 1.59503 -1.72084 -1.03
H 0.19219 7.53839 -0.38964 0.31
H 0.98285 7.40036 -1.96172 0.32
H -0.53598 8.29681 -1.81324 0.39
H -1.73571 6.17629 -1.23559 0.31
H -0.94199 6.04154 -2.81556 0.29
H 1.29673 3.25181 -0.60667 0.43
H -0.46135 3.16148 1.22753 0.46
H 0.53103 1.70384 1.08472 0.48
H -1.89674 1.11418 1.33040 0.48
H -2.25382 2.05922 -0.12140 0.52
H -0.56367 -0.27007 2.12796 0.37
H -1.19263 -5.60703 1.10540 0.41
H -0.27164 -7.76769 1.88116 0.38
H 2.09804 -7.91909 2.55960 0.38
H 3.54759 -5.92437 2.43734 0.41
H -0.82185 -1.81497 -1.76351 0.24
H -0.68416 -0.05955 -2.48601 0.31
H -1.63506 1.40074 -2.18563 0.48
H 0.73216 1.94896 -2.71763 0.47
H 1.27257 0.95490 -1.35690 0.38
```

=====

The following is a quantum chemistry calculation of a molecular structure, C18H20CoGeN11S4 in a non-equilibrium geometry, from the OMol25 dataset.

Values from the calculation:
Highest occupied orbital energy (alpha / beta): -0.30406 / -0.30036 Eh
Largest force on an atom: 2.23 eV/A
<S²>: 6.05
Calculated total energy: -172861.6821 eV
LUMO (alpha / beta): -1.7 / -3.1 eV
Spin multiplicity: 5
HOMO-LUMO gap (alpha / beta): 6.5 / 5.1 eV
Total charge: 0

Structure (XYZ):
```
55
Properties=species:S:1:pos:R:3:mulliken_charge:R:1
Co 1.33845 1.38607 -0.91318 -0.61
N 3.17401 1.60176 1.95027 -0.01
C 1.82471 1.48591 2.03245 0.52
N 1.16187 1.41655 3.17965 -0.55
N -0.11205 1.27963 2.83674 -0.74
N -0.23562 1.27118 1.55652 0.07
N 0.97784 1.42598 0.98228 0.14
C 3.87579 1.35953 0.79985 0.26
N 5.17950 1.15900 0.73842 -0.46
N 5.42422 0.92695 -0.55734 -0.64
N 4.34046 0.97381 -1.25038 -0.35
N 3.31516 1.26452 -0.41597 0.91
H 3.68594 1.60968 2.81786 0.26
S 3.16050 3.57472 -3.78189 0.07
C 2.05487 2.83662 -2.76786 0.45
S 1.76758 1.15756 -3.05188 -0.22
S 1.28551 3.62006 -1.48346 -0.21
C -4.12125 1.05863 0.73752 -1.36
N -2.87654 1.34192 0.04402 0.08
C -2.66496 1.50906 -1.23884 0.65
S -1.06402 1.48967 -1.90088 -0.42
N -3.63892 1.67511 -2.14713 -0.20
C -5.01514 2.10820 -1.95814 -1.05
H -3.88375 0.41754 1.58551 0.33
H -4.82349 0.53308 0.09358 0.55
H -4.58321 1.96687 1.13052 0.39
H -2.01751 1.29249 0.62114 0.37
H -3.29093 1.70245 -3.09059 0.24
H -5.17378 2.46654 -0.94704 0.39
H -5.71424 1.29609 -2.16651 0.32
H -5.22852 2.92783 -2.64327 0.34
Ge 1.03805 -0.99139 -0.79360 0.98
C 2.15105 -1.56230 0.72009 0.48
C 3.48937 -1.83776 0.44394 -0.27
C 4.33388 -2.27853 1.44963 -0.62
C 3.84933 -2.43833 2.74055 -0.50
C 2.52293 -2.14359 3.02614 -0.72
C 1.67697 -1.69892 2.02184 0.08
C -0.80870 -1.65044 -0.75026 0.15
C -1.29570 -2.22003 -1.92502 -0.53
C -2.57796 -2.74300 -1.97438 -0.65
C -3.38715 -2.70191 -0.84710 -0.57
C -2.91201 -2.12914 0.32448 -0.76
C -1.63114 -1.59855 0.37208 0.07
H 1.68147 -1.68313 -2.00884 -0.20
H 3.87318 -1.68787 -0.55961 0.38
H 5.37222 -2.48193 1.22289 0.39
H 4.50937 -2.77882 3.52788 0.40
H 2.14731 -2.24797 4.03594 0.42
H 0.64943 -1.45437 2.26324 0.06
H -0.65869 -2.25665 -2.80167 0.36
H -2.94479 -3.18280 -2.89314 0.42
H -4.38352 -3.12390 -0.88188 0.42
H -3.54198 -2.09777 1.20524 0.51
H -1.27538 -1.14592 1.28960 0.19
```

=====

The following is a quantum chemistry calculation of C18H20F2N2O4 in the gas phase in a non-equilibrium geometry, from the OMol25 dataset.

Values from the calculation:
Highest occupied orbital energy: -0.32784 Eh
Largest force on an atom: 1.06 eV/A
Calculated total energy: -35593.7344 eV
LUMO: 0.7 eV
ΔE to the lowest compared entry with this formula, charge and spin: 19.7 kJ/mol
HOMO-LUMO gap: 9.6 eV
Total charge: 0

Structure (XYZ):
```
46
Properties=species:S:1:pos:R:3:mulliken_charge:R:1
C 2.51190 1.27442 -2.69993 -1.16
C 1.11002 1.40582 -3.29401 -0.81
N 0.50087 0.10763 -3.50804 0.42
C 0.76269 -0.57854 -4.76030 -1.29
C -0.52017 -0.81732 -5.58163 0.30
C -1.35101 0.46364 -5.78353 -0.58
C -1.69775 0.42284 -7.27154 -0.57
C -0.48492 -0.31350 -7.83519 -0.48
O -0.17008 -1.29842 -6.87361 -0.47
C -0.11632 -0.60566 -2.54466 0.65
O -0.48654 -1.75570 -2.71482 -0.67
C -0.36044 0.02874 -1.21822 0.35
C -0.40815 -0.70194 -0.00155 -0.53
C -0.75754 0.23449 0.92776 0.29
C -0.95751 0.16238 2.40314 -0.68
O 0.32860 0.01307 2.98926 -0.24
C 0.46243 -0.04172 4.33783 -0.02
C 1.77831 -0.14387 4.80052 -0.52
C 2.07592 -0.20898 6.14456 -0.56
C 1.03894 -0.17144 7.06099 0.34
F 1.31163 -0.23226 8.37740 -0.32
C -0.27512 -0.07265 6.65193 -0.58
C -0.55042 -0.00948 5.29692 0.81
F -1.85653 0.08464 4.94673 -0.30
O -0.91286 1.42101 0.31922 -0.24
N -0.67014 1.28373 -0.99882 -0.52
H 2.46316 0.79182 -1.72673 0.26
H 3.15073 0.67860 -3.34807 0.34
H 2.95755 2.25777 -2.57794 0.40
H 1.16617 1.91785 -4.25690 0.44
H 0.47172 1.98878 -2.62978 0.56
H 1.21413 -1.55494 -4.55884 0.27
H 1.45854 0.01680 -5.35212 0.47
H -1.10494 -1.60061 -5.08838 0.38
H -2.22958 0.47900 -5.14358 0.36
H -0.74845 1.34497 -5.56250 0.21
H -1.83089 1.41034 -7.70712 0.35
H -2.59859 -0.16774 -7.43762 0.27
H -0.67561 -0.82324 -8.78044 0.32
H 0.36038 0.37959 -7.96834 0.26
H -0.21495 -1.74439 0.12940 0.47
H -1.43864 1.08720 2.74141 0.40
H -1.59465 -0.69657 2.64653 0.35
H 2.56095 -0.16978 4.06013 0.40
H 3.09497 -0.28679 6.48614 0.42
H -1.08340 -0.04471 7.36421 0.47
```

=====

The following is a quantum chemistry calculation of C18H20FN3O3S2 in the gas phase, from the OMol25 dataset.

Values from the calculation:
Highest occupied orbital energy: -0.31327 Eh
Largest force on an atom: 0.97 eV/A
Calculated total energy: -53991.1613 eV
LUMO: 0.1 eV
HOMO-LUMO gap: 8.7 eV
Total charge: 0

Structure (XYZ):
```
47
Properties=species:S:1:pos:R:3:mulliken_charge:R:1
O 2.80641 -3.19959 1.92733 -0.72
S 1.59086 -3.02235 1.18488 1.41
O 0.95419 -4.16875 0.61093 -0.75
C 1.86904 -1.78453 -0.07730 -0.27
C 0.75849 -1.19761 -0.65459 -0.22
C 0.92137 -0.19013 -1.58198 -0.20
C 2.20665 0.23523 -1.93778 -0.45
N 2.37780 1.27512 -2.84902 -0.04
C 1.50316 2.31593 -3.04058 0.10
S 1.38541 3.04995 -4.50788 -0.42
N 0.84674 2.73948 -1.93959 -0.02
C -0.40685 3.46572 -1.96487 -1.63
C -1.49671 2.53222 -1.50298 0.54
C -2.17721 1.73736 -2.41839 -0.51
C -3.07966 0.78092 -1.98833 -0.63
C -3.28877 0.62865 -0.62926 0.35
F -4.14876 -0.31592 -0.19942 -0.37
C -2.63486 1.41221 0.30488 -0.42
C -1.73440 2.36150 -0.14352 -0.22
C 3.31806 -0.40509 -1.38770 -0.75
C 3.14509 -1.40838 -0.45098 -0.49
N 0.43645 -2.20375 2.07138 0.17
C -0.70327 -2.90721 2.61487 -0.70
C -1.81228 -1.87537 2.83618 -0.15
O -1.37392 -0.83263 3.68133 -0.40
C -0.23611 -0.18279 3.16966 -0.23
C 0.91765 -1.16757 2.95215 -0.69
H -0.22336 -1.54174 -0.37368 0.46
H 0.05713 0.25391 -2.05214 0.77
H 3.11965 1.19291 -3.52947 0.32
H 1.03661 2.24333 -1.07847 0.33
H -0.56783 3.80506 -2.98999 0.54
H -0.32877 4.33455 -1.30514 0.39
H -1.99438 1.86534 -3.47500 0.40
H -3.61294 0.15622 -2.68688 0.46
H -2.83340 1.27440 1.35641 0.53
H -1.21204 2.97897 0.57294 0.41
H 4.30946 -0.10229 -1.68853 0.44
H 3.98720 -1.89932 0.01024 0.49
H -0.99838 -3.66741 1.89292 0.41
H -0.45163 -3.38903 3.57042 0.30
H -2.67133 -2.32586 3.33424 0.38
H -2.12499 -1.46288 1.86575 -0.04
H 0.03292 0.57959 3.90247 0.40
H -0.47734 0.29560 2.20655 -0.01
H 1.76640 -0.67815 2.47307 0.43
H 1.24244 -1.58579 3.91485 0.28
```